This record from the OMol25 dataset describes a 16-piece molecular cluster, C48H96O48 overall at a distorted geometry. The level of theory is ωB97M-V with the def2-TZVPD basis set.

```
192
Properties=species:S:1:pos:R:3:forces:R:3:lowdin_charge:R:1
C 7.4703 5.5544 -10.8259 0.257 1.711 -1.748 -0.09
O 6.9305 4.7395 -9.8615 -1.968 -0.383 2.396 -0.01
C 5.9476 5.2202 -9.0466 -2.446 1.482 0.343 -0.47
O 5.3051 6.3081 -9.1060 2.956 -3.744 -0.137 0.06
O 5.6481 4.2201 -8.1392 -0.264 1.661 -0.322 -0.02
C 4.5641 4.5534 -7.2030 -0.438 -0.287 -0.414 -0.04
H 6.7579 6.1813 -11.3622 -0.589 -0.123 0.269 0.09
H 7.8863 4.9185 -11.6074 0.438 -0.020 0.416 0.10
H 8.1654 6.2818 -10.4067 0.429 -0.363 0.032 0.10
H 4.2667 3.6560 -6.6603 0.804 -0.191 -0.047 0.09
H 3.6332 4.8190 -7.7039 0.333 0.320 -0.524 0.08
H 4.7927 5.3511 -6.4962 0.467 -0.068 -0.255 0.09
C -3.1151 -5.8847 7.4669 -0.461 -0.143 -2.009 -0.02
O -3.2574 -4.5977 6.7472 -0.929 -0.183 -0.691 -0.04
C -3.9350 -4.5901 5.5296 1.087 -0.910 -0.524 -0.52
O -4.6279 -5.4861 5.0718 0.795 1.579 1.044 0.10
O -3.5240 -3.4738 4.8488 0.222 -0.566 0.796 -0.04
C -4.2027 -3.0157 3.6446 -1.356 -0.799 1.418 -0.02
H -2.5389 -6.5113 6.7861 0.437 -0.059 0.285 0.09
H -4.0548 -6.4329 7.5332 -0.257 0.515 0.332 0.08
H -2.6181 -5.7747 8.4308 -0.183 0.578 -0.335 0.09
H -5.2535 -3.1317 3.9104 -0.258 0.312 -0.435 0.09
H -4.0579 -3.6242 2.7520 0.639 0.044 0.193 0.09
H -3.9811 -1.9538 3.5384 0.287 -0.340 -0.092 0.09
C 5.4285 1.7473 -1.3525 -0.211 -1.336 0.722 -0.04
O 6.6894 1.3113 -1.8296 1.398 -0.285 -1.161 -0.02
C 7.1191 0.0698 -1.5010 2.614 2.821 -1.684 -0.62
O 6.5850 -0.7153 -0.8395 -2.528 -2.656 2.100 0.17
O 8.3807 -0.0951 -1.9822 -0.041 1.268 -0.743 -0.01
C 8.9608 -1.3850 -1.9054 -0.763 -1.006 0.792 -0.06
H 5.1475 2.7241 -1.7462 0.619 -0.082 0.075 0.10
H 5.5354 1.6985 -0.2689 -0.681 0.488 0.100 0.10
H 4.6832 1.0197 -1.6737 -0.233 0.065 0.147 0.09
H 8.2031 -2.1077 -2.2082 0.211 -0.194 -0.211 0.09
H 9.2230 -1.6511 -0.8815 -0.054 0.222 0.194 0.09
H 9.8729 -1.5044 -2.4901 -0.341 0.693 -0.310 0.09
C 9.1214 2.8602 2.7228 0.619 0.951 1.363 -0.04
O 7.7547 2.5419 2.9250 0.090 -0.035 -0.465 0.00
C 7.3169 2.3576 4.1706 1.035 0.059 0.851 -0.57
O 7.9770 2.4355 5.2039 -1.503 -0.244 -1.792 0.11
O 6.0205 2.0610 4.0198 0.985 -0.052 -0.181 0.00
C 5.3478 1.6395 5.1631 -1.641 0.022 0.859 -0.07
H 9.4915 3.3573 3.6194 0.045 -0.078 0.200 0.09
H 9.2136 3.6342 1.9609 -0.192 -0.634 -0.447 0.10
H 9.7509 1.9776 2.6094 -0.289 -0.017 -0.522 0.10
H 5.1759 2.4823 5.8325 0.363 -0.117 0.298 0.10
H 5.7717 0.7752 5.6746 0.416 0.247 -0.072 0.10
H 4.3523 1.3529 4.8242 0.055 -0.101 -0.121 0.09
C 3.9366 -6.6135 1.8283 1.600 0.662 -0.701 -0.09
O 2.5868 -6.9868 1.9125 -1.919 -1.809 0.230 -0.02
C 2.0163 -7.9188 1.0325 3.111 1.707 -2.873 -0.54
O 2.5727 -8.2902 -0.0036 -0.392 0.217 2.176 0.09
O 0.7649 -8.1454 1.2779 -0.224 0.707 2.142 0.01
C 0.0676 -9.0026 0.3992 -0.052 -0.836 0.191 -0.03
H 4.5070 -6.4713 2.7462 -0.999 -0.839 0.994 0.08
H 4.0269 -5.5826 1.4860 -0.373 -0.089 -0.907 0.09
H 4.5797 -7.2800 1.2536 -0.509 -0.011 -0.448 0.09
H 0.6288 -9.9277 0.2671 0.181 0.204 -0.453 0.10
H -0.1199 -8.4729 -0.5348 -0.171 -0.330 0.034 0.11
H -0.8130 -9.3045 0.9661 -0.262 0.439 -0.392 0.10
C 2.0929 -3.6691 7.8351 -0.992 -0.470 0.015 -0.04
O 2.6551 -2.9549 8.9435 -0.113 -0.273 -1.006 0.00
C 1.9434 -2.9413 10.0735 1.323 0.329 0.616 -0.56
O 0.8494 -3.4068 10.2608 0.792 0.612 0.216 0.14
O 2.8212 -2.3241 10.9533 -1.269 -0.924 -1.012 -0.03
C 2.3042 -1.8591 12.1782 -0.130 0.638 0.481 -0.07
H 2.4889 -3.3611 6.8674 0.446 0.405 0.496 0.09
H 1.0130 -3.5252 7.7998 -0.008 0.128 0.085 0.09
H 2.2459 -4.7436 7.9362 0.227 0.013 0.186 0.10
H 1.6969 -2.5950 12.7053 0.039 -0.008 -0.119 0.10
H 1.7462 -0.9383 12.0084 -0.354 -0.114 0.002 0.10
H 3.1646 -1.5564 12.7751 0.010 -0.342 0.026 0.09
C 5.3878 -6.6552 -8.1657 0.583 0.152 1.521 -0.03
O 4.5359 -6.3330 -7.0142 -0.848 1.487 0.924 -0.04
C 4.7183 -5.1922 -6.2272 1.740 -0.395 -1.123 -0.55
O 5.6247 -4.4049 -6.3869 -0.534 -0.476 -0.304 0.11
O 3.8499 -5.0973 -5.2194 -1.222 -1.377 -0.903 0.00
C 4.0176 -4.0120 -4.3311 1.674 1.064 0.317 -0.05
H 5.0535 -7.6541 -8.4459 -0.068 0.308 -0.143 0.09
H 6.4130 -6.7203 -7.8012 0.049 -0.088 0.007 0.09
H 5.4247 -5.9571 -9.0020 -0.726 0.212 0.257 0.09
H 3.3448 -3.9974 -3.4736 -0.289 -0.727 -0.497 0.10
H 3.9852 -3.0370 -4.8173 -0.366 -0.144 -0.369 0.10
H 5.0430 -4.0636 -3.9651 0.002 -0.009 0.320 0.09
C -2.6467 5.1246 9.0258 -1.010 -0.440 -0.997 -0.07
O -2.2716 4.0967 9.8884 2.063 -3.043 1.136 -0.04
C -1.8174 2.8405 9.4594 -1.137 -0.885 1.268 -0.47
O -1.4497 1.9518 10.2401 -0.680 2.947 -2.477 0.11
O -2.0670 2.7012 8.1265 0.166 1.841 0.922 -0.04
C -1.6597 1.5719 7.4340 1.214 -2.360 0.245 -0.07
H -3.2302 5.8028 9.6485 0.287 0.198 -0.195 0.10
H -3.3093 4.6509 8.3014 -0.106 0.609 -0.388 0.09
H -1.8090 5.5958 8.5117 0.024 0.074 0.170 0.09
H -1.5207 1.6837 6.3586 -0.694 0.798 0.111 0.10
H -2.3114 0.7261 7.6529 -0.275 0.096 -0.201 0.10
H -0.6764 1.2298 7.7568 0.148 0.164 0.367 0.09
C -6.5190 -1.0218 -5.5565 0.409 0.893 -1.009 -0.02
O -6.9486 0.2830 -5.9591 -1.322 2.033 -0.644 -0.04
C -6.1261 1.2235 -6.4700 2.098 -0.398 -0.289 -0.52
O -4.9025 1.1113 -6.6211 -2.744 0.247 0.368 0.09
O -6.8533 2.3309 -6.8144 -0.338 -1.520 1.062 -0.01
C -6.1973 3.4360 -7.3734 1.041 0.755 -1.343 -0.08
H -6.0642 -1.4124 -6.4668 1.032 -0.406 0.675 0.10
H -7.3797 -1.6733 -5.4051 -0.235 0.628 0.386 0.09
H -5.9480 -0.8138 -4.6517 0.454 -1.046 -0.254 0.10
H -5.4977 3.9784 -6.7374 -0.033 -0.472 0.462 0.09
H -6.8969 4.1838 -7.7469 -0.623 -0.400 0.492 0.09
H -5.6584 3.1552 -8.2783 0.272 -0.308 0.112 0.09
C -5.2391 3.1370 4.8300 -0.202 0.326 -0.343 -0.03
O -5.6949 1.9234 5.4492 0.433 -0.419 -0.267 0.00
C -6.8431 1.9693 6.1122 -0.349 1.676 1.689 -0.60
O -7.5213 2.9717 6.2553 0.229 -0.982 -0.535 0.10
O -7.0266 0.8262 6.7872 -0.460 -0.259 -0.668 0.00
C -8.1523 0.7444 7.6923 0.483 0.651 0.783 -0.03
H -5.2081 3.9895 5.5086 -0.273 -0.238 0.242 0.09
H -5.8813 3.3859 3.9852 -0.061 0.005 0.080 0.10
H -4.2257 2.9909 4.4561 -0.149 -0.478 0.157 0.09
H -9.0618 1.2753 7.4113 0.136 -0.378 -0.838 0.09
H -7.8849 1.2604 8.6144 0.327 -0.068 0.123 0.09
H -8.2919 -0.3073 7.9421 -0.082 0.150 -0.426 0.09
C -10.7980 -0.0022 2.0906 -1.156 -0.981 -0.426 -0.05
O -9.5909 0.5913 1.6664 0.661 1.106 0.391 0.00
C -8.8923 0.1839 0.6135 0.102 -2.356 -1.687 -0.53
O -9.1426 -0.8164 -0.0776 0.667 2.487 1.469 0.09
O -7.8309 1.0208 0.4577 -1.788 0.078 1.811 -0.01
C -6.8581 0.8492 -0.5106 0.678 -1.156 -1.669 -0.08
H -11.5732 0.0353 1.3253 0.243 -0.001 -0.366 0.10
H -11.2482 0.5125 2.9394 0.801 0.438 0.018 0.09
H -10.6977 -1.0484 2.3798 0.403 -0.018 -0.131 0.10
H -6.0963 1.6231 -0.4174 -0.424 0.135 0.128 0.10
H -7.2919 0.8265 -1.5103 -0.108 0.467 -0.102 0.09
H -6.3403 -0.1092 -0.4721 -0.051 -0.202 0.567 0.09
C 1.3905 8.2574 -5.7646 1.196 0.521 0.629 -0.03
O 0.1059 7.7006 -5.5575 0.934 1.788 -2.295 0.04
C -0.2116 6.9262 -4.5832 2.481 -1.178 2.677 -0.67
O 0.4956 6.5116 -3.6721 -0.429 0.605 -1.027 0.11
O -1.4502 6.6484 -4.7565 -2.880 -0.209 -0.863 0.04
C -2.0967 5.8175 -3.8496 -0.519 -1.079 1.634 -0.05
H 1.4956 8.5909 -6.7970 -0.363 -0.445 0.010 0.10
H 2.2308 7.6242 -5.4800 -0.354 -0.622 -0.226 0.09
H 1.5818 9.1421 -5.1572 -0.614 0.156 0.228 0.09
H -3.1716 5.9936 -3.8097 0.123 0.417 -0.547 0.10
H -1.7345 5.9785 -2.8342 0.207 0.001 -0.063 0.10
H -1.9647 4.7612 -4.0840 0.233 0.022 -0.173 0.10
C -0.0865 2.6069 -9.7036 0.060 1.743 -1.126 -0.02
O 0.5751 1.6087 -10.5695 0.311 0.269 1.457 0.01
C 1.3449 0.6819 -9.9698 -0.417 -2.753 2.002 -0.52
O 1.2570 0.3292 -8.7840 0.557 1.213 -2.689 0.08
O 2.1239 0.0437 -10.9071 -2.173 2.654 0.155 -0.03
C 2.8143 -1.1596 -10.7345 1.217 0.137 0.420 -0.06
H -1.1640 2.5810 -9.5414 0.010 -1.484 -0.206 0.09
H -0.0191 3.5036 -10.3196 0.201 0.026 -0.218 0.08
H 0.3337 2.9567 -8.7606 0.764 -1.195 0.007 0.09
H 3.7090 -0.9639 -11.3255 0.063 -0.538 -0.124 0.09
H 2.2710 -2.0116 -11.1432 -0.141 0.105 0.232 0.10
H 3.1680 -1.3023 -9.7134 -0.443 -0.175 0.119 0.09
C 2.0427 5.7460 7.2235 0.476 0.159 -0.127 -0.03
O 1.1944 5.3239 6.1392 -0.905 -0.441 0.670 -0.01
C 1.4690 5.6494 4.8740 1.153 0.492 -0.040 -0.58
O 2.5387 6.0872 4.5219 -0.693 -0.059 -0.394 0.13
O 0.3885 5.4042 4.1223 -0.481 -0.875 3.222 0.00
C 0.2912 5.6676 2.7931 0.861 0.786 -2.503 -0.08
H 2.1514 6.8305 7.2187 0.089 -0.071 -0.137 0.10
H 3.0228 5.2692 7.2386 0.068 0.077 -0.658 0.09
H 1.6219 5.4479 8.1838 -0.703 -0.061 -0.413 0.09
H 0.5860 6.6957 2.5827 0.046 0.083 -0.108 0.10
H -0.7253 5.5263 2.4258 -0.058 -0.087 0.536 0.10
H 0.9314 5.0100 2.2052 0.131 -0.037 -0.030 0.10
C -5.7027 -6.8368 -0.5310 1.100 0.279 0.645 -0.01
O -4.8836 -7.1611 -1.6861 -0.385 -0.695 -0.279 0.01
C -3.9441 -6.3715 -2.1668 1.470 1.471 -0.796 -0.58
O -3.6543 -5.2640 -1.7780 -0.333 -0.346 0.200 0.11
O -3.2988 -6.9502 -3.2299 -1.158 -2.530 1.191 -0.03
C -2.3021 -6.2740 -3.9548 -0.156 3.029 0.779 -0.07
H -5.1150 -6.5004 0.3231 0.621 -0.106 -0.188 0.09
H -6.1214 -7.7943 -0.2213 -0.400 0.319 -0.412 0.10
H -6.3964 -6.0037 -0.6448 -0.258 -0.426 -0.808 0.10
H -1.6854 -6.7715 -4.7033 -1.056 -0.955 0.113 0.10
H -1.5704 -5.7824 -3.3136 -0.010 -0.205 0.508 0.09
H -2.8750 -5.4303 -4.3398 0.582 0.179 -0.933 0.10
C -0.3839 -0.3577 -2.8199 0.498 0.082 0.569 0.01
O -0.9130 0.2620 -1.5627 -0.024 -0.379 -2.774 0.02
C -0.5924 -0.1321 -0.3607 0.517 1.773 3.310 -0.61
O -0.8510 0.5810 0.6255 0.320 -1.913 -2.062 0.08
O 0.1063 -1.2657 -0.3022 -0.686 -0.273 -0.707 -0.02
C 0.5926 -1.7670 0.9397 1.156 0.216 0.125 -0.03
H -0.3924 -1.4477 -2.8194 -0.325 0.150 0.369 0.09
H 0.6416 -0.0464 -3.0189 0.184 0.086 0.699 0.09
H -0.8877 0.0173 -3.7108 -0.812 0.139 0.684 0.09
H 0.8726 -2.8000 0.7332 -0.412 -0.006 0.178 0.09
H -0.0308 -1.6446 1.8254 -0.469 -0.025 -0.512 0.10
H 1.5301 -1.2513 1.1478 0.027 0.149 0.118 0.09
```
Forces are in eV/Å.

Properties
Net charge: 0
HOMO-LUMO gap, eV: 10.49
Multiplicity: 1
Relative energy (zero: lowest compared OMol25 entry of this formula, charge and spin), kcal per mole: 174.4